Here is a single C5H10N4 molecule from OMol25. Energies are from wB97M-V/def2-TZVPD.

Its lowest unoccupied orbital energy is 0.863 eV. As for the frontier orbital gap: 9.488 eV.

Last column: natural (NBO) charge in e.
Atoms and positions in Å:
C: 2.80 -0.86 -0.77  -0.303
C: 2.12 -0.58 0.25  0.016
C: 1.01 -0.26 1.24  -0.566
C: -0.35 -0.40 0.36  0.401
N: -0.96 -1.50 0.21  -0.286
N: -2.21 -1.48 -0.46  -0.663
N: -0.59 0.85 -0.48  -0.307
C: -1.56 1.65 0.18  -0.454
N: 0.75 1.67 -0.32  -0.755
H: 3.50 -0.59 -1.60  0.250
H: 0.97 -0.97 2.25  0.261
H: 1.07 0.96 1.42  0.310
H: -2.11 -1.20 -1.44  0.352
H: -2.54 -2.40 -0.45  0.357
H: -1.50 1.96 1.19  0.189
H: -1.94 2.53 -0.48  0.196
H: -2.43 1.12 0.31  0.229
H: 1.46 1.62 -1.21  0.400
H: 0.50 2.88 -0.20  0.373